No. 1
DFT (ωB97M-V/def2-TZVPD) results for a cluster of 2 separate species, C4H12OS in total.

Last column: natural (NBO) charge in e.
Element x y z (Å)
S1 2.468 -0.318 2.555  0.1328
O1 -1.618 0.034 0.069  -0.7423
C1 1.664 0.996 1.529  -0.7314
C2 2.903 -1.409 1.181  -0.7536
C3 -1.721 0.669 -1.198  -0.0583
C4 -2.790 0.038 -2.034  -0.6590
H1 1.531 1.868 2.180  0.2242
H2 2.089 -1.414 0.466  0.2206
H3 -2.776 -1.050 -1.934  0.2087
H4 -3.771 0.508 -1.894  0.2169
H5 -0.750 0.695 -1.672  0.1707
H6 0.654 0.585 1.413  0.2422
H7 2.371 1.078 0.717  0.2192
H8 3.900 -1.142 0.846  0.2171
H9 -2.230 -0.677 0.249  0.4758
H10 2.891 -2.431 1.605  0.2276
H11 -2.796 0.244 -3.103  0.2244
H12 -2.021 1.724 -0.974  0.1645

Properties
**Net charge**: 0
**HOMO level**: -0.29980 Eh
**Structure (SMILES)**: CCO.CSC
**Orbital gap**: 9.063 eV


No. 2
DFT (ωB97M-V/def2-TZVPD) results for a structure of composition C42H32IrN5P2Se.

Last column: Löwdin charge in e.
Element x y z (Å)
Ir1 -0.346 -0.423 -0.388  1.2220
Se1 -6.381 -5.092 0.883  1.2379
P1 1.910 -0.867 -0.269  0.9885
P2 -0.093 3.601 0.849  1.1193
N1 -6.263 -3.343 0.599  -0.2011
N2 -4.627 -5.347 0.760  -0.2023
N3 0.197 0.118 1.450  -0.1278
N4 -2.566 -0.332 -0.250  0.0136
N5 -0.850 -2.431 -0.045  -0.0118
C1 1.984 -1.575 1.431  -0.2082
C2 -2.483 5.626 -1.853  -0.0668
C3 -2.183 -2.675 0.128  -0.1056
C4 1.939 2.283 -2.504  -0.0260
C5 1.142 -0.593 2.180  -0.3933
C6 2.266 -3.136 -3.645  -0.0502
C7 -3.105 -1.548 0.024  -0.1221
C8 -5.340 -0.648 0.077  0.0543
C9 -0.139 1.097 -2.474  -0.1290
C10 4.317 2.209 0.875  -0.0467
C11 3.569 -2.872 -1.199  -0.0764
C12 -1.775 -5.036 0.422  0.0568
C13 1.093 1.342 -3.072  -0.0590
C14 0.443 2.638 -0.649  -0.3642
C15 4.128 0.465 -1.279  -0.0911
C16 0.397 1.091 3.444  -0.0373
C17 -1.438 4.903 -1.295  -0.0961
C18 -3.424 0.694 -0.347  -0.0951
C19 3.280 1.292 0.828  -0.0731
C20 1.637 2.905 -1.292  -0.0767
C21 -4.796 0.581 -0.193  0.0120
C22 -3.594 5.948 -1.089  -0.0696
C23 -4.481 -1.738 0.180  -0.0612
C24 5.252 2.265 -0.151  -0.0441
C25 2.466 -2.069 -1.494  -0.4101
C26 -0.243 1.170 2.229  -0.3568
C27 1.272 -0.020 3.417  -0.0383
C28 3.362 -3.934 -3.346  -0.0424
C29 -0.465 1.745 -1.270  -0.2743
C30 -4.991 -3.074 0.447  -0.3422
C31 -1.095 2.285 1.735  -0.2923
C32 -2.610 4.826 0.798  -0.1039
C33 -0.446 -4.790 0.196  0.0154
C34 1.817 -2.207 -2.718  -0.1040
C35 -1.491 4.485 0.035  -0.3938
C36 4.012 -3.803 -2.125  -0.0421
C37 3.188 0.406 -0.249  -0.3328
C38 -2.664 -3.965 0.363  -0.0596
C39 -0.031 -3.490 -0.036  -0.1006
C40 5.156 1.396 -1.227  -0.0536
C41 -3.655 5.548 0.238  -0.0703
C42 -4.094 -4.174 0.536  -0.3425
H1 -4.510 5.812 0.847  0.1119
H2 -1.497 1.890 -1.020  0.0530
H3 -2.672 4.550 1.844  0.1000
H4 5.889 1.431 -2.022  0.1187
H5 -6.405 -0.795 0.200  0.1373
H6 2.554 1.272 1.632  0.0955
H7 0.959 -1.586 -2.954  0.0828
H8 1.354 0.866 -4.008  0.1230
H9 1.959 -0.329 4.188  0.1189
H10 4.092 -2.764 -0.256  0.1211
H11 3.714 -4.659 -4.068  0.1199
H12 3.010 -1.584 1.799  0.1132
H13 4.393 2.885 1.717  0.1215
H14 -0.900 0.524 -3.003  0.1258
H15 -1.924 1.941 1.135  0.0406
H16 -5.407 1.468 -0.287  0.1316
H17 4.870 -4.422 -1.898  0.1202
H18 0.256 1.785 4.258  0.1180
H19 6.059 2.984 -0.108  0.1194
H20 1.767 -3.236 -4.599  0.1168
H21 2.329 3.620 -0.868  0.1203
H22 1.002 -3.316 -0.272  0.0705
H23 1.613 -2.596 1.466  0.0744
H24 -1.533 2.783 2.600  0.0896
H25 -0.575 4.676 -1.909  0.1022
H26 2.862 2.537 -3.010  0.1282
H27 -2.155 -6.031 0.613  0.1376
H28 -4.404 6.520 -1.521  0.1124
H29 -3.044 1.678 -0.559  0.0947
H30 0.289 -5.583 0.193  0.1330
H31 -2.422 5.947 -2.885  0.1119
H32 4.073 -0.220 -2.114  0.1104

Properties
**Net charge**: +2
**HOMO level**: -0.46492 Eh
**Orbital gap**: 5.386 eV


No. 3
DFT (ωB97M-V/def2-TZVPD) results for a structure of composition C29H46BrN3P2SSn.

Last column: Löwdin charge in e.
Element x y z (Å)
Sn1 2.127 1.792 -0.055  1.4093
Br1 0.862 -1.245 2.456  0.5914
S1 -0.624 -0.858 -0.703  0.6042
P1 2.264 3.591 2.511  1.0036
P2 0.072 2.088 -2.007  0.8196
N1 -2.280 -1.918 1.158  0.0083
N2 11.245 -2.952 -2.255  0.0724
N3 -3.281 -1.004 -0.694  0.0020
C1 -3.559 -2.364 1.736  -0.1449
C2 7.445 -1.359 -1.073  0.0919
C3 6.337 -1.061 -0.670  0.0237
C4 10.150 -3.669 -2.378  -0.1338
C5 2.653 -1.087 -0.714  -0.1635
C6 3.714 2.616 2.137  -0.5293
C7 9.925 -1.147 -1.390  -0.0171
C8 1.530 5.746 0.919  -0.1251
C9 1.017 2.393 3.202  -0.4385
C10 -0.310 0.910 -3.353  -0.4352
C11 8.878 -3.209 -2.030  -0.0016
C12 8.739 -1.903 -1.487  -0.2077
C13 2.470 -1.039 0.701  -0.3356
C14 0.835 2.684 4.696  -0.1609
C15 -2.138 -1.306 -0.039  -0.7755
C16 5.002 3.483 2.263  -0.1305
C17 5.035 -0.848 -0.140  -0.2273
C18 -1.509 2.947 -1.676  -0.3766
C19 -4.600 -1.603 -0.430  -0.1511
C20 1.613 4.208 0.902  -0.5497
C21 2.342 2.674 -3.581  -0.1315
C22 -0.979 1.566 -4.554  -0.1250
C23 3.427 -0.808 1.676  -0.2613
C24 4.032 -0.922 -1.128  -0.0214
C25 1.301 3.306 -2.656  -0.4488
C26 -4.467 -2.749 0.577  -0.1561
C27 -1.596 4.300 -2.376  -0.1445
C28 11.139 -1.726 -1.772  -0.1298
C29 4.760 -0.770 1.244  0.0130
H1 1.946 2.529 -4.588  0.0822
H2 2.347 3.918 0.088  -0.0115
H3 2.731 1.715 -3.203  0.0578
H4 1.354 1.344 3.092  -0.0087
H5 2.410 6.193 1.400  0.0801
H6 -3.340 -3.206 2.398  0.1304
H7 -0.371 2.382 -4.974  0.0743
H8 -1.977 1.951 -4.319  0.0737
H9 5.886 2.819 2.218  0.0817
H10 4.362 -1.018 -2.181  0.1441
H11 5.602 -0.746 1.915  0.1350
H12 -1.665 3.063 -0.586  0.0843
H13 -5.479 -2.970 0.920  0.1247
H14 -0.035 2.123 5.052  0.0794
H15 -4.069 -1.608 2.337  0.1255
H16 5.103 4.235 1.456  0.0818
H17 -5.279 -0.842 -0.018  0.1247
H18 1.769 3.778 -1.774  0.0203
H19 0.707 4.084 -3.150  0.0762
H20 5.030 4.030 3.232  0.0865
H21 -2.587 4.739 -2.206  0.0923
H22 -1.436 -1.836 1.734  0.0006
H23 -1.462 4.222 -3.467  0.0766
H24 -1.092 0.800 -5.330  0.0914
H25 3.668 2.239 1.058  -0.1018
H26 1.463 6.126 -0.110  0.0801
H27 0.646 6.101 1.462  0.0922
H28 0.044 2.547 2.697  0.0858
H29 8.039 -3.868 -2.211  0.1119
H30 9.937 -0.101 -1.043  0.1206
H31 3.186 -0.648 2.745  0.0583
H32 -2.302 2.279 -2.046  0.0857
H33 0.679 3.754 4.894  0.0745
H34 -4.963 -1.907 -1.424  0.1320
H35 1.857 -1.054 -1.511  0.0722
H36 0.647 0.442 -3.628  0.0805
H37 -3.139 -0.632 -1.651  0.1310
H38 -0.856 5.015 -2.002  0.0697
H39 10.270 -4.667 -2.776  0.1130
H40 0.589 3.820 0.693  0.0638
H41 3.192 3.379 -3.651  0.0966
H42 -4.072 -3.629 0.079  0.1218
H43 3.819 1.745 2.805  0.0915
H44 -0.948 0.111 -2.917  0.0021
H45 1.689 2.351 5.297  0.0789
H46 12.071 -1.155 -1.679  0.1186

Properties
**Net charge**: +2
**HOMO level**: -0.48393 Eh
**Orbital gap**: 5.456 eV


No. 4
DFT (ωB97M-V/def2-TZVPD) results for a structure of composition C10H14B2F4N6Sr.

Last column: natural (NBO) charge in e.
Element x y z (Å)
Sr1 -0.303 0.050 0.607  1.8367
F1 -1.339 -0.864 2.560  -0.6619
F2 -1.274 1.290 3.444  -0.5810
F3 -1.949 -0.498 4.793  -0.5381
F4 -3.316 0.278 3.062  -0.5540
N1 -0.640 -0.568 -2.128  -0.3911
N2 1.420 -1.703 -0.395  -0.4158
N3 2.074 -1.824 -1.615  -0.3294
N4 1.559 1.089 -1.062  -0.4028
N5 2.183 0.618 -2.204  -0.3267
N6 0.315 -0.819 -3.106  -0.3337
C1 -1.646 2.274 0.003  -0.5942
C2 -1.656 -0.966 -4.122  -0.3631
C3 -1.832 -0.638 -2.756  -0.0512
C4 3.085 1.516 -2.645  0.0042
C5 2.816 -3.492 -0.339  -0.3608
C6 2.082 2.311 -0.819  -0.0574
C7 -0.275 -1.065 -4.297  0.0009
C8 2.912 -2.883 -1.596  0.0060
C9 3.057 2.621 -1.798  -0.3609
C10 1.876 -2.714 0.377  -0.0476
B1 -2.026 0.087 3.547  1.3656
B2 1.828 -0.791 -2.753  0.5620
H1 1.524 0.878 2.236  0.0303
H2 3.651 3.513 -1.865  0.2310
H3 3.509 -3.109 -2.469  0.2262
H4 -0.914 3.057 -0.233  0.1984
H5 0.336 -1.289 -5.166  0.2264
H6 2.498 -1.046 -3.708  -0.0384
H7 -2.301 2.047 -0.848  0.1998
H8 1.758 2.899 0.031  0.2011
H9 3.346 -4.358 0.005  0.2312
H10 1.543 -2.844 1.406  0.2117
H11 -2.764 -0.448 -2.229  0.2030
H12 3.681 1.286 -3.523  0.2273
H13 -2.418 -1.108 -4.870  0.2306
H14 -2.191 2.440 0.945  0.2156

Properties
**Net charge**: 0
**HOMO level (alpha / beta)**: -0.33585 / -0.33583 Eh
**Orbital gap (alpha / beta)**: 6.676 / 6.320 eV


Largest force on an atom (hartree/bohr)
0.0453; 0.0105; 0.0656; 0.0496
Energy (eV)
-17224.168; -138274.090; -140556.203; -32601.856